A gas-phase ion, C6H18BBrO2PS (charge -1), computed with ωB97M-V/def2-TZVPD.

Computed properties:
HOMO-LUMO gap = 6.5699 eV
LUMO = 2.72 eV
E_HOMO = -3.9 eV

Geometry as ORCA input:
```
! RIJCOSX wB97M-V def2-TZVPD def2/J DEFGRID3
* xyz -1 1
C 0.26432 -0.81655 2.49278
C -0.36279 0.52514 2.12884
P 0.39803 1.42714 0.66995
Br 1.84202 2.95548 -1.10102
C -1.16110 1.49484 -0.49240
C -1.83255 0.29029 -1.17556
C -2.07262 -0.99011 -0.35057
S -1.34612 -2.46138 -1.15922
B 1.43227 0.08401 -0.36072
O 2.62282 -0.32779 0.18113
O 1.05368 -0.34429 -1.59310
C 2.00584 -0.90034 -2.47973
H -0.09233 -1.17699 3.46274
H 1.35044 -0.72609 2.56012
H 0.04506 -1.59325 1.75362
H -0.22443 1.22624 2.95784
H -1.44611 0.43537 2.00839
H -0.01884 2.71157 1.14130
H 1.66155 1.59208 1.50226
H -0.87112 2.17137 -1.30004
H -1.88972 2.05651 0.11084
H -1.28102 0.03975 -2.08236
H -2.81236 0.62401 -1.53835
H -3.14092 -1.18748 -0.26490
H -1.65756 -0.90856 0.64651
H -2.04774 -3.36734 -0.45952
H 2.83985 0.29159 0.89281
H 2.90334 -0.27874 -2.50841
H 1.55225 -0.93439 -3.46977
H 2.28588 -1.91211 -2.17349
*
```


C31H31ClFN7O2 in the gas phase, computed with ωB97M-V/def2-TZVPD.

Computed properties:
HOMO-LUMO gap = 8.4655 eV
LUMO = 0.51 eV
E_HOMO = -8.0 eV

Geometry as ORCA input:
```
! RIJCOSX wB97M-V def2-TZVPD def2/J DEFGRID3
* xyz 0 1
C -3.33584 -2.34407 3.63209
C -4.40617 -2.58889 2.56077
N -4.05597 -2.36348 1.17872
C -3.14566 -3.28613 0.54522
C -1.67207 -2.82986 0.57460
N -1.57980 -1.50469 0.00875
C -1.04511 -1.13509 -1.17309
O -1.08313 0.02710 -1.54845
C -0.33017 -2.18059 -2.01405
C 1.15293 -2.17710 -1.73311
C 2.04609 -2.61488 -2.70516
C 3.41110 -2.53182 -2.50886
C 3.91567 -1.98733 -1.33144
N 5.29358 -1.80951 -1.16912
C 5.86725 -0.69711 -0.64480
N 7.20111 -0.67980 -0.60586
C 7.75920 0.40445 -0.08291
C 7.00509 1.45877 0.37333
F 7.57982 2.56654 0.91408
C 5.60011 1.38325 0.26239
N 4.81888 2.41389 0.67516
C 3.43455 2.54052 0.60898
C 2.82189 3.50220 1.41481
C 1.45179 3.64915 1.39995
C 0.65938 2.86617 0.56181
C -0.81911 3.02971 0.64037
O -1.36952 3.37575 1.66952
N -1.46948 2.77427 -0.53143
C -2.83534 2.71699 -0.77131
C -3.79473 2.82542 0.23437
C -5.14063 2.71463 -0.06021
C -5.56117 2.49388 -1.35998
C -4.62459 2.39618 -2.37540
C -3.27900 2.51205 -2.08390
Cl -2.12784 2.40414 -3.37343
C 1.27543 1.92321 -0.25703
C 2.64641 1.76055 -0.23478
N 5.06161 0.28296 -0.24058
C 3.02850 -1.61857 -0.32602
C 1.66565 -1.71158 -0.52938
C -2.37597 -0.55563 0.76443
C -3.84639 -1.00117 0.74120
H -2.99477 -1.31224 3.61595
H -3.76267 -2.54338 4.61228
H -2.48299 -3.00487 3.49599
H -5.26569 -1.94626 2.77405
H -4.74601 -3.62696 2.63552
H -3.44613 -3.37677 -0.50751
H -3.24061 -4.26566 1.01612
H -1.31527 -2.77725 1.60897
H -1.04380 -3.53935 0.04006
H -0.48110 -1.88999 -3.05687
H -0.75035 -3.17918 -1.88630
H 1.66786 -3.00519 -3.63913
H 4.09013 -2.85863 -3.28327
H 5.92384 -2.41992 -1.66842
H 8.83886 0.42223 -0.03670
H 5.30593 3.15783 1.15855
H 3.42554 4.12270 2.06248
H 0.96978 4.37278 2.03973
H -0.91027 2.49198 -1.32857
H -3.46523 2.99973 1.24513
H -5.86523 2.80116 0.73526
H -6.61161 2.40354 -1.58953
H -4.93467 2.23441 -3.39612
H 0.69044 1.27790 -0.89575
H 3.11119 1.01862 -0.85960
H 3.40948 -1.23430 0.60477
H 0.99964 -1.39163 0.25732
H -1.99077 -0.50725 1.78693
H -2.27888 0.42365 0.30037
H -4.19971 -0.92499 -0.29554
H -4.44527 -0.32717 1.35352
*
```


2 unconnected molecules or ions with the total composition C2H4NO2, computed with ωB97M-V/def2-TZVPD.

Computed properties:
HOMO-LUMO gap = 7.0447 eV
Energy above the lowest of the compared OMol25 structures with the same formula, charge and spin = 645.7 kJ/mol
LUMO = 4.47 eV
E_HOMO = -2.6 eV

Geometry as ORCA input:
```
! RIJCOSX wB97M-V def2-TZVPD def2/J DEFGRID3
* xyz -1 1
C 0.24867 -0.92136 0.07455
C 0.04994 0.44278 -0.55589
N 1.13986 0.18830 0.06104
O 2.30206 0.49534 0.57125
O -1.58416 1.21894 0.37468
H -0.32146 -1.23170 0.82206
H 0.34926 -1.74715 -0.64187
H -0.23275 1.18954 -1.28839
H -1.95142 0.36531 0.58257
*
```


A molecular structure, C31H57HgN2O2P2, computed with ωB97M-V/def2-TZVPD.

Computed properties:
HOMO-LUMO gap = 5.4628 eV
Energy above the lowest of the compared OMol25 structures with the same formula, charge and spin = 4.8 kJ/mol
LUMO = -3.22 eV
E_HOMO = -8.7 eV

Geometry as ORCA input:
```
! RIJCOSX wB97M-V def2-TZVPD def2/J DEFGRID3
* xyz 1 1
C 2.25668 -1.23123 -1.96609
C 1.51907 0.81399 -2.90560
C 3.08600 -1.50953 -3.05725
C 2.16270 0.44200 -4.11218
C 2.99083 -0.68256 -4.17493
H 3.79895 -2.34896 -2.98556
H 1.97456 1.04980 -4.99639
H 3.54336 -0.95520 -5.08065
N 1.54058 -0.11356 -1.90301
P 0.57944 -2.35291 0.10761
P 0.32522 2.46090 -0.94024
C 2.18365 -2.24892 -0.82704
H 2.43434 -3.26100 -1.21123
H 2.94143 -1.97953 -0.06586
C 0.94797 2.09486 -2.61456
H 0.55454 2.65128 -3.47758
C -1.45690 3.31071 -0.81146
C 1.77717 3.67489 -0.62069
C -0.43058 -3.48989 -1.01837
C 0.93969 -3.21425 1.75238
C -2.50165 2.41072 -0.11927
H -2.17975 2.09417 0.88004
H -3.42295 3.00558 -0.00972
H -2.75027 1.51633 -0.70474
C -1.39867 4.60421 -0.00158
H -1.06305 4.39976 1.01927
H -0.76298 5.37517 -0.44672
H -2.41922 5.00834 0.06490
C -1.95915 3.55687 -2.22979
H -2.94037 4.05737 -2.20772
H -1.28459 4.17296 -2.84072
H -2.10957 2.58588 -2.71698
C 1.73622 4.21799 0.81988
H 1.58887 3.39122 1.53491
H 2.70098 4.70296 1.07147
H 0.93496 4.95795 0.97535
C 3.11331 2.91272 -0.81508
H 3.12809 1.98319 -0.22274
H 3.27633 2.66513 -1.87418
H 3.95942 3.54001 -0.47916
C 1.64377 4.78250 -1.68278
H 1.42795 4.34085 -2.66960
H 0.83551 5.49045 -1.45507
H 2.59085 5.33754 -1.78692
C -0.39907 -3.59074 2.40874
H -0.21130 -3.95553 3.42951
H -1.06356 -2.71691 2.48710
H -0.92565 -4.39330 1.87946
C 1.65445 -2.21642 2.67851
H 2.60565 -1.86383 2.26161
H 1.02352 -1.34953 2.91059
H 1.87994 -2.72158 3.63064
C 1.84854 -4.44169 1.61256
H 2.79296 -4.19154 1.11388
H 2.08210 -4.79647 2.62720
H 1.38060 -5.27772 1.08775
C -0.24684 -3.05326 -2.48137
H 0.75765 -3.30444 -2.84556
H -0.97192 -3.59247 -3.11170
H -0.41771 -1.97807 -2.60576
C -1.89925 -3.34731 -0.61546
H -2.23766 -2.30703 -0.63860
H -2.50320 -3.91546 -1.33422
H -2.08644 -3.77136 0.37958
C -0.03994 -4.97757 -0.91157
H 1.02922 -5.15109 -1.09790
H -0.32934 -5.43626 0.04557
H -0.59638 -5.51562 -1.69598
Hg 0.12757 0.16046 0.29585
C 2.30644 1.17777 1.73142
O 2.34981 1.05554 2.87912
N -2.26984 -0.32287 -1.96753
C -2.76990 -0.37279 -3.02760
C -2.80144 -0.06308 -4.48758
C -1.85797 1.13156 -4.82636
C -2.13253 -1.22712 -5.21916
C -4.23881 0.32353 -4.77220
H -2.09316 2.04248 -4.26977
H -0.80958 0.88407 -4.55881
H -1.90925 1.37731 -5.92324
H -2.45939 -2.22470 -4.87249
H -2.23571 -1.13102 -6.31740
H -1.05586 -1.15817 -4.97349
H -4.38970 0.73101 -5.78414
H -4.94067 -0.49548 -4.55813
H -4.53732 1.13349 -4.08481
C -1.67002 0.02308 5.03766
C -1.24100 0.81010 3.82476
O -1.47535 0.09025 2.60496
H -2.75992 -0.09679 5.04607
H -1.39114 0.56496 5.94473
H -1.19573 -0.96407 5.06164
H -1.78791 1.75508 3.75185
H -0.16861 1.04033 3.80986
H -2.38134 -0.27436 2.66399
*
```


A molecular structure, C56H42IMoN4O4S2Si, computed with ωB97M-V/def2-TZVPD.

Computed properties:
HOMO-LUMO gap (alpha / beta) = 6.1978 / 6.1727 eV
Energy above the lowest of the compared OMol25 structures with the same formula, charge and spin = 192.4 kJ/mol
LUMO (alpha / beta) = 1.05 / 0.84 eV
E_HOMO (alpha / beta) = -5.2 / -5.3 eV

Geometry as ORCA input:
```
! RIJCOSX wB97M-V def2-TZVPD def2/J DEFGRID3
* xyz -1 3
Mo 0.80742 0.88656 0.72424
C -0.65598 -0.17620 4.40154
C -1.86216 0.29218 3.64835
N -3.06228 -0.08380 4.05400
C -4.13098 0.35884 3.38351
C -4.07242 1.27611 2.35258
C -5.33425 1.66510 1.63204
O -5.40427 1.08440 0.33458
C -2.80672 1.75311 1.95159
C -2.70364 2.91962 1.04737
N -1.60126 3.47423 0.74280
C -1.59749 4.72890 0.12454
C -2.35431 5.78145 0.62813
C -2.25438 7.04829 0.07119
C -1.39233 7.27771 -0.98799
C -0.64010 6.22786 -1.49774
C -0.73530 4.95494 -0.95727
I 2.17130 3.31015 1.26606
C -1.68618 1.15955 2.54653
O -0.46810 1.37925 2.11559
H -0.94009 -0.96109 5.09824
H -0.22437 0.65569 4.96567
H 0.10753 -0.55218 3.71927
H -5.09280 -0.02873 3.70015
H -5.44598 2.75355 1.56929
H -6.19915 1.28587 2.17761
H -4.54435 1.18098 -0.09306
H -3.65719 3.33746 0.70411
H -2.98481 5.61218 1.49120
H -2.84221 7.85978 0.47996
H -1.30469 8.26571 -1.41935
H 0.03415 6.38622 -2.32936
S 0.17743 3.60663 -1.65384
C -1.17654 2.84623 -2.50104
C -1.74804 3.51007 -3.58243
C -2.81731 2.98493 -4.28475
C -3.38029 3.71485 -5.38197
N -3.81643 4.31766 -6.25835
C -3.31878 1.72946 -3.89293
C -2.74977 1.06243 -2.83160
C -1.67234 1.60259 -2.09104
S -1.17886 0.58081 -0.77832
C -4.41834 1.12220 -4.59425
N -5.29637 0.63754 -5.15385
H -1.34612 4.47061 -3.87734
H -3.13779 0.09272 -2.54516
C 1.70460 0.73726 -1.18792
C 2.16506 0.67799 -2.31274
C 2.66310 0.62511 -3.65282
C 2.53693 -0.53140 -4.42454
C 3.02317 -0.57063 -5.72050
C 3.63901 0.54429 -6.27168
C 3.76320 1.70233 -5.51503
C 3.28221 1.74464 -4.21771
H 2.04891 -1.39319 -3.98844
H 2.91421 -1.47518 -6.30522
H 4.01490 0.51375 -7.28634
H 4.23565 2.57934 -5.93849
H 3.37095 2.64408 -3.62250
O 0.22521 -1.03616 0.96211
Si -0.02751 -2.54502 0.46623
C -0.04994 -3.74868 1.92607
C 0.56801 -5.00029 1.93212
C 0.40710 -5.88420 2.99170
C -0.38353 -5.53670 4.07534
C -1.02306 -4.30551 4.08622
C -0.85840 -3.43477 3.02104
C 1.36806 -3.08708 -0.68515
C 1.27661 -3.12985 -2.07646
C 2.35542 -3.50759 -2.86479
C 3.56849 -3.83207 -2.27841
C 3.69637 -3.76763 -0.89836
C 2.60980 -3.39731 -0.12069
C -1.73800 -2.81011 -0.27215
C -2.81766 -2.14640 0.32281
C -4.11872 -2.33847 -0.11101
C -4.37494 -3.21156 -1.16026
C -3.32864 -3.90698 -1.74314
C -2.02721 -3.71335 -1.29312
H 1.18286 -5.30588 1.09501
H 0.89956 -6.84825 2.96735
H -0.50842 -6.22408 4.90298
H -1.65592 -4.02155 4.91721
H -1.38524 -2.48937 3.04390
H 0.34968 -2.85103 -2.56183
H 2.24952 -3.54049 -3.94173
H 4.40929 -4.12733 -2.89304
H 4.64238 -4.01110 -0.42986
H 2.72906 -3.36149 0.95747
H -2.63886 -1.44725 1.13061
H -4.92957 -1.80015 0.36458
H -5.38790 -3.34881 -1.51753
H -3.52286 -4.60327 -2.54897
H -1.23356 -4.29100 -1.75036
C 4.41652 -0.53556 0.37535
C 3.66704 -0.17231 1.60794
O 2.48276 0.16874 1.51013
C 4.28720 -0.13106 2.95164
C 3.52570 0.32296 4.02877
C 4.10167 0.40310 5.28404
C 5.43023 0.04079 5.46288
C 6.19394 -0.40110 4.39236
C 5.62253 -0.48754 3.13317
H 3.71268 -0.79477 -0.41363
H 5.12349 -1.34358 0.54817
H 4.96477 0.35835 0.05906
H 2.49954 0.62367 3.87004
H 3.51557 0.75826 6.12001
H 5.87680 0.10921 6.44645
H 7.23018 -0.67439 4.53705
H 6.21697 -0.82475 2.29614
*
```


6 unconnected molecules or ions with the total composition C49H63Br3Cl2F7N5O9, computed with ωB97M-V/def2-TZVPD.

Computed properties:
HOMO-LUMO gap = 5.9437 eV
Energy above the lowest of the compared OMol25 structures with the same formula, charge and spin = 3191.5 kJ/mol
LUMO = -2.07 eV
E_HOMO = -8.0 eV

Geometry as ORCA input:
```
! RIJCOSX wB97M-V def2-TZVPD def2/J DEFGRID3
* xyz 0 1
C 4.92117 -0.88019 2.65778
C 5.70390 0.14147 1.89635
C 5.97902 0.09554 0.28044
C 4.62281 0.36996 -0.63870
C 3.53874 -0.87313 -0.91470
C 3.80562 -2.36606 -0.23012
C 2.18761 -0.65923 -1.87156
C 1.89271 0.82283 -2.58795
C 2.92938 2.05663 -2.28689
C 2.66569 3.57519 -2.92990
C 2.14450 4.50451 -1.68497
C 0.99660 5.60891 -2.06807
F 0.71862 5.75650 -3.51469
Br -0.66030 5.13353 -0.97825
C 1.41639 7.13651 -1.53167
F 1.98678 7.13812 -0.16489
F 0.10506 7.88507 -1.47687
Br 2.52813 8.05620 -2.91641
C 4.28661 1.85452 -1.33129
C 5.38307 3.05998 -1.04296
C 5.15481 3.66003 0.49192
C 6.13779 4.98767 0.69458
F 5.89088 6.31746 0.07871
C 7.35441 4.78446 1.52708
F 7.66298 3.50340 2.22967
F 8.35581 5.88300 1.65570
C 0.55231 0.89995 -3.55341
O 0.55604 1.52909 -4.73353
C -0.78657 0.10326 -2.99999
C -2.30362 0.69536 -3.18772
C -2.67072 2.12718 -3.89613
C -3.28741 3.26474 -2.88878
O -3.32216 3.15139 -1.55799
O -3.87502 4.47784 -3.53606
C -3.57179 -0.23839 -2.62535
C -5.14633 0.28778 -2.82633
Cl -5.99068 0.26359 -4.51490
C -5.98185 0.78006 -1.69699
C -5.47063 0.84187 -0.13928
Cl -7.74976 1.33566 -2.05569
C -3.33725 -1.70661 -1.90075
F -4.54618 -2.46387 -1.47722
C -1.77408 -2.27061 -1.72769
C -1.59858 -3.75522 -1.03129
C -1.24987 -3.71544 0.57267
C -1.28014 -2.22260 1.25036
Br -0.54736 -2.43117 3.14204
C -0.49507 -1.37345 -2.27165
C 1.09234 -1.88355 -2.15143
O 1.40474 -3.17888 -2.23693
H 5.29380 -1.98775 2.74874
H 3.94353 -0.51058 3.18988
H 6.17593 1.03079 2.51905
H 6.84599 0.87569 0.05767
H 6.43993 -0.96277 -0.02246
H 3.03576 -2.64149 0.60739
H 3.75433 -3.17728 -1.10060
H 4.87587 -2.46749 0.23911
H 1.96239 3.54775 -3.86433
H 3.71235 4.01500 -3.28828
H 3.09453 5.02758 -1.19178
H 1.70222 3.79635 -0.84082
H 6.49598 2.64638 -1.16539
H 5.29151 3.96991 -1.77607
H 4.02386 4.02371 0.58729
H 5.29866 2.84768 1.32501
H -1.80043 2.62521 -4.49920
H -3.52613 1.89274 -4.69464
H -3.41699 5.30543 -3.20366
H -4.75070 1.73274 0.10222
H -6.44039 1.01105 0.53565
H -4.89750 -0.15136 0.12746
H -2.66635 -4.28047 -1.12308
H -0.86225 -4.47371 -1.63452
H -0.20280 -4.22934 0.78824
H -2.05577 -4.39148 1.13491
H -0.58654 -1.46270 0.68919
H -2.38041 -1.80921 1.35675
C 4.55013 -3.71450 6.78497
N 5.06232 -3.47282 5.45719
C 5.00860 -4.30134 4.37419
C 4.34228 -5.63720 4.54614
O 5.49591 -3.94414 3.30491
H 3.82293 -2.93224 7.01564
H 5.38462 -3.65041 7.48742
H 4.07352 -4.69081 6.87637
H 5.52462 -2.59068 5.26992
H 4.37441 -6.18833 3.60094
H 4.86832 -6.22333 5.30425
H 3.29525 -5.49994 4.82904
C -8.31437 -1.09068 -6.50823
N -9.00089 -1.88428 -7.49951
C -9.03920 -1.68966 -8.84965
C -8.28650 -0.51608 -9.41019
O -9.67487 -2.46218 -9.56209
H -7.60664 -1.73871 -5.98558
H -9.05655 -0.71908 -5.79761
H -7.77881 -0.24833 -6.94677
H -9.52926 -2.69230 -7.19148
H -8.40736 -0.48739 -10.49773
H -8.68156 0.41499 -8.99542
H -7.22108 -0.61205 -9.18476
C -4.86853 7.33981 -7.51908
N -6.04813 6.53418 -7.72709
C -6.87906 6.00483 -6.78287
C -6.55952 6.27192 -5.33905
O -7.84978 5.33569 -7.12698
H -5.01836 8.29733 -8.02374
H -4.01968 6.82181 -7.97188
H -4.66463 7.51499 -6.46246
H -6.32291 6.31473 -8.67750
H -7.30674 5.78853 -4.70173
H -5.57756 5.86084 -5.09051
H -6.58351 7.34710 -5.14274
C 2.35712 -9.52245 5.37632
N 2.45300 -8.21999 5.99128
C 1.51530 -7.57880 6.74745
C 0.21072 -8.28336 6.99186
O 1.75355 -6.46308 7.20225
H 3.16546 -10.14363 5.76962
H 2.48793 -9.39926 4.29853
H 1.39997 -10.00631 5.57235
H 3.30652 -7.68791 5.86734
H -0.43733 -7.65316 7.60916
H -0.29656 -8.47235 6.04215
H 0.38590 -9.22215 7.52394
C 1.68898 1.00336 10.15045
N 1.86707 0.38889 8.85644
C 2.28606 -0.88041 8.58159
C 2.61093 -1.77794 9.74217
O 2.38617 -1.25345 7.41572
H 0.64582 1.31707 10.23634
H 2.33585 1.88255 10.20050
H 1.93268 0.32688 10.97001
H 1.66602 0.93743 8.02840
H 2.93068 -2.75696 9.37143
H 3.42682 -1.34943 10.33013
H 1.72450 -1.91902 10.36625
*
```


Computed F_max, in the same sequence as the records: 1.2, 1.0, 5.0, 4.0, 1.8, 8.5 eV/A.